1.
This record from the OMol25 dataset describes a molecular structure, C20H34ClMgN4O7Si. The level of theory is ωB97M-V/def2-TZVPD.

Geometry as XYZ:
```
68
Properties=species:S:1:pos:R:3:forces:R:3
Cl -0.684263 -2.453236 2.827674 0.0 0.3 -0.4
Si 0.950622 1.392421 3.863354 0.0 -0.5 -0.5
Mg 0.047808 -0.460233 1.309659 0.3 0.5 -0.3
O 0.386086 -2.568364 1.750121 -0.4 -0.2 0.6
O 1.859957 -0.324689 0.323472 0.4 0.2 -0.3
O -1.681793 3.277480 1.002381 -0.1 0.0 0.0
O -1.355667 -3.731572 2.970764 -0.2 -0.2 -0.2
O -0.790598 1.229342 0.831853 -0.3 0.5 -0.3
O 0.903020 0.040906 2.992576 0.1 0.3 0.2
O -1.626961 -1.449228 2.176517 0.3 -0.6 0.6
N 3.747108 -0.157454 1.575262 0.1 0.1 -0.1
N -0.423100 -2.468727 -1.220861 0.0 0.1 0.1
N -0.802161 1.558732 -1.914419 -0.2 0.1 -0.3
N -0.770505 -1.205608 -0.656597 -0.1 -0.2 0.2
C -0.391656 0.792872 -5.452834 -0.1 0.1 -0.1
C -2.565935 -3.633099 -0.692391 -0.1 0.0 0.0
C -0.980686 1.644376 -3.271096 0.2 -0.2 0.2
C 2.876130 0.277331 0.664652 -0.3 -0.3 0.2
C -1.488458 2.363346 -1.147745 -0.1 0.0 -0.1
C -2.414934 3.319037 -1.659236 0.1 0.0 0.1
C -2.240172 -2.386141 -2.848241 0.0 0.0 -0.1
C -1.279796 1.719402 -6.053145 0.1 -0.1 0.0
C -0.246043 0.755914 -4.096240 0.0 0.0 0.1
C -1.874007 2.550814 -3.864269 -0.1 0.2 -0.1
C -2.607766 3.402586 -2.998085 0.0 0.0 -0.1
C 2.085501 1.172988 5.350006 0.2 -0.1 0.2
C -2.005391 2.575136 -5.274887 0.0 0.0 0.1
C -0.713902 1.922264 4.506433 -0.3 0.1 0.1
C 1.649761 2.848558 2.901237 0.1 0.2 -0.2
C -1.560730 -3.228100 -1.774490 0.1 0.1 0.1
C 4.852567 0.674846 1.994739 -0.1 -0.1 0.1
C -0.953682 -4.474813 -2.404844 0.0 -0.1 0.0
C -1.311499 2.287098 0.374247 0.3 -0.2 0.3
C 3.533542 -1.405727 2.293504 0.1 0.1 0.0
H -0.649887 2.829848 5.117357 0.0 0.0 0.0
H -0.657192 -0.466379 -1.340001 0.0 0.1 0.0
H 2.691548 -1.935214 1.863335 0.0 0.0 0.0
H 1.822399 0.261795 5.898503 0.0 0.1 0.0
H -1.379781 2.122380 3.660546 0.0 0.0 0.1
H 0.415209 0.050584 -3.605960 0.0 0.0 0.0
H 3.141299 1.241492 0.213939 0.0 0.1 0.0
H -0.276638 -4.197505 -3.215085 0.0 0.0 0.0
H 4.442678 -2.010186 2.228390 0.0 0.0 0.0
H -1.731929 -1.205048 -0.318175 0.0 0.1 -0.1
H -0.383369 -5.041479 -1.663000 0.0 0.0 0.0
H -2.931183 3.950905 -0.951605 0.0 0.0 0.0
H -1.383317 1.743997 -7.131032 0.0 0.0 0.0
H -0.020397 -2.989447 -0.445761 0.0 -0.1 -0.1
H -2.951266 -2.770210 -0.143695 0.0 0.0 0.0
H 0.986020 3.092747 2.064390 0.0 0.0 0.1
H -3.419251 -4.154228 -1.136842 0.0 0.0 0.0
H 4.722454 0.980654 3.036113 0.0 0.0 0.0
H 1.746832 3.743797 3.525847 0.0 0.0 0.0
H -2.917577 -3.012252 -3.434037 0.0 0.0 0.0
H 2.007539 2.020006 6.041571 0.0 -0.1 0.0
H -1.494315 -1.954280 -3.520787 0.0 0.0 0.0
H -1.737155 -5.128140 -2.797644 0.0 0.0 0.0
H 2.641831 2.614271 2.496412 0.0 0.0 0.0
H -3.318299 4.104860 -3.420968 0.0 0.0 0.0
H 5.794885 0.129817 1.904707 0.0 0.0 0.0
H -2.694100 3.282755 -5.723936 0.0 0.0 0.0
H -2.827003 -1.570701 -2.421510 0.0 0.0 0.0
H 3.136442 1.087594 5.046583 -0.1 0.0 0.0
H 4.901018 1.568664 1.374665 0.0 0.0 0.0
H 3.292719 -1.193967 3.334326 0.0 0.0 0.0
H -2.102348 -4.289501 0.047372 0.0 0.0 0.0
H 0.168974 0.107383 -6.075912 0.0 0.0 0.0
H -1.159235 1.126528 5.112825 0.0 0.1 0.0
```
Forces are in eV/Å.

The frontier orbital gap comes out at 8.264 eV. The total charge is -1.

2.
This record from the OMol25 dataset describes a molecular structure, C28H34CuN3P2. The level of theory is ωB97M-V/def2-TZVPD.

Geometry as XYZ:
```
68
Properties=species:S:1:pos:R:3:forces:R:3
Cu 0.000000 0.000000 0.000000 -0.4 -0.8 -1.6
P 2.258700 0.000000 0.043500 -0.1 0.9 1.5
P 0.043500 0.000000 2.260700 1.5 0.2 1.3
N -2.386500 -0.853600 -1.044900 -0.3 -0.7 -1.0
N 1.705300 0.109300 1.705500 0.5 -0.2 0.3
N -1.967200 0.000000 0.000000 -1.3 -1.3 -1.7
C -0.463300 0.017900 6.355900 0.0 0.0 -0.4
C 2.772900 4.120700 -0.091400 -0.1 -0.2 0.1
C -1.366300 2.190800 1.260900 0.0 1.3 0.6
C -0.079200 4.117700 2.807300 0.1 -0.2 -0.1
C -0.369500 1.785400 2.162600 -0.5 0.7 1.1
C 1.286500 2.171000 -1.414100 0.2 0.5 -0.3
C 1.439200 -0.926700 4.555700 0.0 0.0 0.0
C 0.322300 -0.239400 4.057100 0.0 -0.1 0.7
C -1.713200 3.538400 1.133600 0.2 0.0 0.2
C 2.896500 2.777700 0.273900 -0.2 -0.1 -0.3
C -4.533200 -1.491700 0.067300 0.2 -0.1 0.2
C -4.477400 0.432600 -1.570700 -0.1 0.2 0.0
C 4.980800 0.233700 -0.632100 0.0 0.0 0.0
C -4.147600 -1.919600 -2.361500 0.3 -0.3 -0.2
C 4.558300 -0.919300 1.435900 0.0 -0.1 0.0
C 1.162600 3.514400 -1.778500 0.0 0.0 0.1
C -0.637700 0.208700 4.982100 0.1 0.0 0.1
C 6.831600 -0.612400 0.670200 -0.1 0.0 0.0
C 6.355500 0.050800 -0.456500 -0.4 0.0 0.0
C 0.667200 -0.640600 6.829500 0.1 0.0 -0.1
C -1.069700 4.500900 1.907000 0.0 -0.1 -0.1
C 1.616200 -1.117700 5.929800 -0.3 0.1 -0.2
C -3.861400 -0.937700 -1.208000 -0.9 0.0 -0.4
C 1.905800 4.488300 -1.116800 -0.1 -0.2 0.0
C 0.269800 2.770500 2.933300 -0.2 -0.1 -0.2
C 5.933300 -1.102200 1.614100 -0.2 0.2 -0.2
C 4.057000 -0.227600 0.322700 0.6 -0.4 -0.2
C 2.155100 1.781400 -0.382300 1.2 0.6 -0.5
H -1.215500 0.379600 7.052100 0.1 0.0 -0.1
H 3.882000 -1.338500 2.175800 0.0 0.1 -0.1
H -4.093900 -2.475500 0.340000 -0.3 0.6 -0.1
H -2.278800 -0.368200 0.925400 0.0 0.5 -1.1
H 3.352000 4.878600 0.429200 -0.1 -0.1 -0.1
H -4.365700 1.167200 -0.747700 -0.1 -0.3 -0.4
H -5.241600 -2.031400 -2.525600 0.7 0.2 0.1
H 7.050600 0.422400 -1.205000 -0.2 0.0 0.1
H -1.943000 -0.513600 -1.930700 -0.6 -0.4 1.1
H 0.480600 3.798500 -2.575200 0.1 -0.1 0.1
H -1.875400 1.458800 0.637500 1.2 3.0 3.2
H 0.688500 1.429600 -1.939800 0.4 0.1 -0.2
H 3.581800 2.521300 1.078200 0.0 -0.1 -0.1
H -5.624300 -1.626900 -0.095000 0.7 0.1 0.0
H -3.691300 -1.556700 -3.307900 -0.3 -0.2 0.5
H -2.281700 0.981900 -0.162300 -1.2 -2.5 -1.4
H 0.000000 1.655600 0.000000 -0.2 -0.3 -0.3
H 0.427700 4.866600 3.409700 -0.1 -0.1 -0.1
H 7.899800 -0.758300 0.806300 -0.2 0.0 0.0
H -3.723400 -2.921300 -2.134200 -0.2 0.6 -0.1
H 1.049300 2.502400 3.642300 -0.1 -0.1 0.0
H -4.420700 -0.799800 0.926800 -0.1 -0.3 -0.4
H -2.480900 3.834900 0.424100 0.1 0.0 0.1
H 2.491900 -1.648700 6.293600 -0.1 0.1 -0.1
H -1.538400 0.716100 4.640900 0.2 0.0 0.0
H 0.802400 -0.792900 7.897000 0.0 0.0 -0.2
H 6.299200 -1.636700 2.486800 -0.1 0.1 -0.1
H 2.183500 -1.336000 3.878100 -0.1 0.2 0.0
H -1.335900 5.549200 1.804100 0.0 -0.2 0.0
H 4.638100 0.744800 -1.530200 0.0 0.0 0.2
H -3.998300 0.844100 -2.485000 -0.3 -0.2 0.5
H -5.566900 0.329200 -1.762100 0.7 0.1 0.1
H 2.172200 0.884400 2.172700 0.2 -0.1 0.2
H 1.806100 5.533300 -1.397000 0.0 -0.2 0.0
```
Forces are in eV/Å.

As for the spin multiplicity: 2. The energy above the lowest of the compared OMol25 structures with the same formula, charge and spin comes out at 52.7 kcal per mole. The frontier orbital gap (spin up / spin down) comes out at 7.342 / 7.263 eV. The total charge is +1.

3.
This record from the OMol25 dataset describes 2 unconnected molecules or ions with the total composition C3H11N3S. The level of theory is ωB97M-V/def2-TZVPD.

Geometry as XYZ:
```
18
Properties=species:S:1:pos:R:3:forces:R:3
S -0.996894 -2.253048 3.066423 0.1 0.0 -0.2
N 0.152452 1.195438 -1.347095 0.5 -0.7 -0.8
N -0.521598 2.597460 -3.083657 -0.2 0.1 0.1
N 1.707216 2.650390 -2.269733 -0.4 0.3 0.3
C 0.372552 -2.095228 1.857655 -0.3 -0.1 0.4
C 0.517733 2.185510 -2.276586 0.1 0.0 -0.1
C -0.106744 -1.382520 0.612444 0.4 -0.1 -0.4
H 1.176579 -1.553282 2.347868 0.0 0.1 -0.1
H -0.356949 0.437687 -1.800207 -0.3 0.2 0.2
H -0.812188 -1.984859 0.038170 -0.1 0.0 0.2
H -1.270804 1.961360 -3.288517 -0.1 0.0 0.1
H 0.759140 -1.239065 -0.038739 0.0 0.0 0.0
H 1.021044 0.768888 -1.037138 -0.1 0.3 0.3
H 0.734560 -3.090183 1.613499 0.0 -0.1 -0.1
H 1.754553 3.482044 -2.851441 0.2 -0.1 -0.2
H -0.247411 -2.750345 4.058179 -0.1 0.0 0.0
H -0.536660 -0.402143 0.800709 -0.1 0.0 0.2
H -0.341967 3.289440 -3.788064 0.2 -0.1 0.0
```
Forces are in eV/Å.

The energy above the lowest of the compared OMol25 structures with the same formula, charge and spin comes out at 6.4 kcal per mole. The frontier orbital gap comes out at 9.685 eV.

| no. | E (eV) |
| --- | --- |
| 1 | -67433.750 |
| 2 | -97264.811 |
| 3 | -18595.044 |